The following is a quantum chemistry calculation of 2 unconnected molecules or ions with the total composition C8H17Cl2N2O2S, from OMol25.

Atoms and positions in Å:
C 0.51904 -0.15035 0.26593
H 3.29226 0.31386 1.74093
C -3.17308 -2.77034 -2.63821
C -1.71315 1.00779 0.88706
N 1.37162 0.87585 0.99408
H 1.18621 1.80256 0.59466
C -0.88908 -0.29990 0.78952
H -3.86260 -3.18214 -3.37241
C 0.87002 1.11786 3.52189
C -1.75751 -3.05972 -3.06144
H -0.61601 2.71348 0.98046
O 3.94014 2.90605 1.35476
Cl -3.56284 -3.50950 -1.06549
N -1.04511 2.16647 0.23769
H 3.00336 -0.17635 0.02542
H -2.65383 0.83254 0.37681
C 1.12251 0.92165 2.37357
C 2.86296 0.58452 0.78384
S 3.77924 2.05136 0.22430
H -0.89041 -0.84385 1.73020
H 1.03254 -1.10386 0.36111
Cl -0.57413 -2.24308 -1.99394
H -3.35173 -1.70131 -2.55604
H -1.93173 1.23152 1.92836
H -1.76671 2.79378 -0.09612
H 2.91009 2.61352 -0.66681
H 0.93303 1.21230 4.58606
O 4.90898 1.54436 -0.47973
H -1.36218 -0.96341 0.06424
H -1.53714 -4.12285 -3.03725
H -1.58786 -2.69025 -4.07050
H 0.54308 0.12745 -0.78296

Results
* HOMO energy: -13.4 eV
* net charge: +1
* DFT total energy: -51516.138 eV
* frontier orbital gap: 10.362 eV

=====

The following is a quantum chemistry calculation of 2 unconnected molecules or ions with the total composition C8H17F3N3, from OMol25.

Atoms and positions in Å:
C 1.83077 -1.68143 -0.81939
C -0.66853 -3.98118 0.73442
H -1.81287 2.89674 -0.13074
H 0.30203 1.45859 -3.21761
H -1.77238 -3.86534 0.84899
H -0.70210 4.19646 -0.54621
H 1.32910 -2.48522 1.03634
H -0.42185 -5.06435 0.74477
N 0.04701 1.52623 -1.23745
N -1.02453 -0.26283 -0.23302
C -0.41737 0.29887 -1.27706
C 1.06665 -2.48273 -0.02213
C -0.89736 3.45901 0.18656
F 1.47712 -1.49978 -2.13558
C 0.17390 2.28570 -0.00639
C 0.68962 2.00487 -2.37863
H 0.30358 1.51087 0.77626
H -0.62483 0.09508 0.65508
F 3.51543 -1.36275 0.77190
H -0.39835 -0.23748 -2.25312
N -0.10330 -3.14041 -0.25465
F 2.14632 0.28275 0.34854
H 3.59683 -0.41046 -0.86405
H 1.13346 2.75492 -0.04062
C 2.84801 -0.80482 -0.25210
H -0.37806 -3.46164 -1.10772
H -0.82743 3.79681 1.17524
H -0.49527 -3.68710 1.80486
H 0.25533 3.06579 -2.51338
H -1.26063 -1.24362 -0.39748
H 1.73703 1.97194 -2.32760

Results
* HOMO energy: -12.2 eV
* energy above the lowest of the compared OMol25 structures with the same formula, charge and spin: 0.000 eV
* net charge: +1
* DFT total energy: -21186.533 eV
* frontier orbital gap: 9.311 eV

=====

The following is a quantum chemistry calculation of a single C8H17IN2 molecule, from OMol25.

Atoms and positions in Å:
H 0.84453 1.45028 0.28853
C -1.33014 -1.11033 0.23785
H -0.66029 -0.78666 3.00284
H 0.57479 2.95544 -1.80954
H -1.50351 2.10133 -2.36636
C -0.49623 0.15201 2.36129
C 0.99745 -1.10135 0.79828
H 1.78733 -4.01405 2.41613
N 1.50215 -3.43880 1.60638
H 0.46018 -0.06167 -1.63323
H -1.04734 0.42136 -3.21708
H -1.23378 0.93598 2.53778
H -1.63618 -2.08119 0.73674
I 3.08749 -0.15040 0.85339
N 1.31252 -2.32923 2.11273
H 1.99958 1.84618 -1.49608
C -0.14780 1.06828 0.04124
C -0.22547 -0.25866 0.91834
H 0.97512 1.68879 -2.97770
C 1.02953 1.88516 -1.88873
H 0.43260 0.65884 2.90329
H -0.96861 1.66049 0.43575
H -2.17169 0.40004 -1.88152
H 1.08685 -1.81057 0.04378
H -2.20771 -0.44032 0.38873
H -1.14847 -1.45951 -0.78452
C -0.02445 0.85334 -1.44003
C -1.28847 0.96523 -2.18827

Results
* HOMO energy: -8.9 eV
* energy above the lowest of the compared OMol25 structures with the same formula, charge and spin: 2.938 eV
* SMILES: [H]/N=N/[C@H](I)C(C)(C)CC(C)C
* DFT total energy: -19648.740 eV
* frontier orbital gap: 9.076 eV

=====

The following is a quantum chemistry calculation of a molecular structure, C8H17InO3PS2, from OMol25.

Atoms and positions in Å:
S -1.80067 1.37830 -4.27229
H -0.10856 0.09555 3.63021
H -2.14349 0.30645 -1.74559
C 3.05815 -0.60106 -4.58892
O 1.96394 -1.42035 -4.12827
H 3.59793 -1.14559 -5.42924
H -3.14515 2.35505 2.93508
H -2.13507 -1.29116 -3.50156
H -1.17199 1.98287 4.79703
C -2.21413 1.79122 2.89468
H -1.44453 -1.68556 2.61338
C -1.09787 -0.07504 4.06461
O -1.43662 0.36160 0.82764
H -0.96584 -0.61516 5.00359
In 0.96889 -0.36732 -2.62113
H -2.87919 -1.21355 3.57119
H 2.59577 0.35016 -5.00873
H -2.70134 1.11280 4.88820
H -1.42802 2.40367 2.45263
C -1.80827 1.26609 4.27484
H 4.47323 -1.28330 -3.01038
O -3.84421 0.18839 1.56058
H 1.81252 -1.71272 1.62299
C -1.96794 -0.85644 3.08780
H 5.04743 0.14590 -4.00473
S -2.44017 0.34739 1.85630
H 1.72420 1.25650 -2.52970
H 3.83387 0.45122 -2.71541
C 1.41411 -1.39193 -0.62717
C 4.14526 -0.31087 -3.48241
C 1.61301 -1.75737 0.52818
P -1.52918 -0.10740 -2.98002

Results
* HOMO energy: -4.2 eV
* net charge: -1
* DFT total energy: -50845.309 eV
* frontier orbital gap: 6.445 eV